Record 1
Molecular formula: C2H4N4O
Method: DFT, ωB97M-V/def2-TZVPD

Geometry (Å):
C -0.084 -0.513 -0.116
N 0.602 0.619 0.432
C 0.493 1.190 1.610
N 1.323 2.174 2.233
N 0.740 2.429 3.356
O -0.394 1.726 3.506
N -0.544 0.920 2.456
H -0.543 -1.227 0.613
H -0.846 -0.175 -0.854
H 0.640 -1.054 -0.701
H 1.372 0.932 -0.111

Computed properties:
gap between HOMO and LUMO: 0.36457 Eh
lowest unoccupied orbital energy: 0.027 Eh
HOMO level: -9.2 eV
relative energy (zero: lowest compared OMol25 entry of this formula, charge and spin): 83.1 kcal/mol
SMILES: CNc1nnon1
2S+1: 1
electronic energy: -10143.5316 eV


Record 2
Molecular formula: C2H4N4O
Method: DFT, ωB97M-V/def2-TZVPD

Geometry (Å):
N -1.398 -1.184 1.248
C -0.456 -0.409 0.602
N 0.504 0.225 1.242
N 1.208 0.775 0.198
C 0.622 0.445 -0.955
O 1.116 0.857 -2.126
N -0.440 -0.301 -0.763
H -1.474 -0.976 2.233
H -2.292 -1.202 0.777
H 2.040 1.319 0.357
H 0.569 0.451 -2.814

Computed properties:
gap between HOMO and LUMO: 0.34096 Eh
lowest unoccupied orbital energy: 0.028 Eh
HOMO level: -8.5 eV
relative energy (zero: lowest compared OMol25 entry of this formula, charge and spin): 3.3 kcal/mol
SMILES: Nc1n[nH]c(O)n1
2S+1: 1
electronic energy: -10146.9907 eV


Record 3
Molecular formula: C2H4N4O
Method: DFT, ωB97M-V/def2-TZVPD

Geometry (Å):
N -1.155 -0.629 1.459
C -0.438 -0.262 0.295
N -1.115 0.489 -0.532
N -0.002 1.011 -1.437
N 1.211 0.325 -1.070
C 0.952 -0.414 -0.064
O 1.750 -0.963 0.742
H -2.129 -0.239 1.662
H -0.774 -1.221 2.277
H -0.033 2.073 -1.386
H 1.733 -0.169 -1.946

Computed properties:
gap between HOMO and LUMO: 0.32901 Eh
lowest unoccupied orbital energy: 0.010 Eh
HOMO level: -8.7 eV
relative energy (zero: lowest compared OMol25 entry of this formula, charge and spin): 78.6 kcal/mol
SMILES: Nc1n[nH][nH]c1=O
2S+1: 1
electronic energy: -10143.7265 eV


Record 4
Molecular formula: C2H4N4O2
Method: DFT, ωB97M-V/def2-TZVPD

Geometry (Å):
H 2.589 -0.793 -0.007
N 2.315 -0.356 -1.011
C 1.055 -0.099 -0.782
N 0.205 0.650 -1.718
C -0.911 0.823 -1.037
N -0.848 0.421 0.191
O -2.203 -0.156 0.461
N 0.274 -0.564 0.299
O 1.014 -0.126 1.460
H -1.938 1.159 -1.382
H -2.472 0.000 1.340
H 0.918 -0.961 2.185

Computed properties:
gap between HOMO and LUMO: 0.34376 Eh
lowest unoccupied orbital energy: -0.003 Eh
HOMO level: -9.4 eV
relative energy (zero: lowest compared OMol25 entry of this formula, charge and spin): 121.9 kcal/mol
SMILES: [H]/N=c1/ncn(O)n1O
2S+1: 1
electronic energy: -12188.1995 eV


Record 5
Molecular formula: C2H4N4O2
Method: DFT, ωB97M-V/def2-TZVPD

Geometry (Å):
H 2.020 1.320 -0.307
N 2.290 0.267 -0.251
C 1.089 -0.247 -0.087
N 0.695 -1.560 0.014
O -0.674 -1.491 0.226
C -1.153 -0.129 -0.112
O -2.305 0.216 -0.290
N 0.007 0.557 0.139
N -0.074 1.949 0.231
H 1.294 -2.226 0.501
H -0.021 2.450 1.098
H 0.501 2.418 -0.518

Computed properties:
gap between HOMO and LUMO: 0.36257 Eh
lowest unoccupied orbital energy: 0.020 Eh
HOMO level: -9.3 eV
relative energy (zero: lowest compared OMol25 entry of this formula, charge and spin): 60.7 kcal/mol
SMILES: [H]/N=c1/[nH]oc(=O)n1N
2S+1: 1
electronic energy: -12190.8544 eV


Record 6
Molecular formula: C2H4N4O2
Method: DFT, ωB97M-V/def2-TZVPD

Geometry (Å):
H 1.021 -0.946 2.133
N 1.180 -0.097 1.491
C 0.339 -0.151 0.562
C 0.121 0.622 -0.829
N 1.112 1.372 -1.372
N -0.965 0.472 -1.368
O -1.616 -0.808 -0.740
N -0.625 -1.110 0.434
O -1.356 -1.214 1.603
H 1.033 2.039 -2.237
H 1.765 1.849 -0.787
H -2.007 -2.027 1.110

Computed properties:
gap between HOMO and LUMO: 0.35739 Eh
lowest unoccupied orbital energy: 0.014 Eh
HOMO level: -9.3 eV
relative energy (zero: lowest compared OMol25 entry of this formula, charge and spin): 139.1 kcal/mol
SMILES: [H]/N=c1/c(N)non1O
2S+1: 1
electronic energy: -12187.4547 eV


Record 7
Molecular formula: C2H4N4O2
Method: DFT, ωB97M-V/def2-TZVPD

Geometry (Å):
C 0.730 -1.405 -0.205
C -0.013 0.485 0.522
H 2.045 1.282 0.113
H 1.585 -2.128 -0.428
H -3.172 -0.313 -0.141
H -0.899 1.957 -0.639
N 1.204 -0.330 0.790
N -0.602 -1.484 -0.034
N -1.071 -0.282 0.580
N 0.039 1.741 0.029
O 2.203 0.275 -0.339
O -2.050 0.202 -0.249

Computed properties:
gap between HOMO and LUMO: 0.35474 Eh
lowest unoccupied orbital energy: -0.004 Eh
HOMO level: -9.8 eV
relative energy (zero: lowest compared OMol25 entry of this formula, charge and spin): 197.2 kcal/mol
2S+1: 1
electronic energy: -12184.9370 eV


Record 8
Molecular formula: C2H4N4O2
Method: DFT, ωB97M-V/def2-TZVPD

Geometry (Å):
H -1.169 2.081 -0.166
N -0.219 1.914 -0.070
C -0.071 0.700 -0.189
C 1.161 -0.130 -0.059
O 2.316 0.530 0.172
N 0.861 -1.347 -0.003
N -0.469 -1.526 0.151
N -1.127 -0.305 -0.474
O -2.196 0.161 0.279
H 3.000 -0.303 0.140
H -0.789 -2.158 -0.562
H -1.873 0.278 1.249

Computed properties:
gap between HOMO and LUMO: 0.36291 Eh
lowest unoccupied orbital energy: 0.016 Eh
HOMO level: -9.4 eV
relative energy (zero: lowest compared OMol25 entry of this formula, charge and spin): 86.1 kcal/mol
SMILES: [H]/N=c1/c(O)n[nH]n1O
2S+1: 1
electronic energy: -12189.7535 eV